No. 1
117
Properties=species:S:1:pos:R:3:forces:R:3 method="wB97M-V/def2-TZVPD" orbital_gap_ev="2.38 / 2.30" lumo_ev="-0.9770 / -1.0238" relative_energy_kcal_mol=96.8 largest_force_ev_per_a=4.412 homo_energy_ev="-3.36 / -3.32" total_charge=-1
Tl 1.582808 0.163724 -1.059190 -0.7 -1.8 -0.6
O 5.540424 -2.320297 2.068127 -0.7 0.5 1.2
C 5.477750 -2.002950 3.356169 1.4 0.6 -1.2
C 6.410760 -2.574012 4.248825 -0.8 0.6 0.3
C 6.319705 -2.174163 5.572037 2.8 -2.4 -0.4
C 5.500516 -1.216430 6.017286 -2.4 2.6 0.5
C 4.671369 -0.512718 5.141382 1.2 -0.6 1.1
C 4.685750 -0.858995 3.810261 0.3 -2.2 -1.2
C 3.922190 -0.256546 2.780492 0.1 -0.6 -1.9
O 3.896346 -0.730856 1.590689 -0.4 1.3 1.0
N 3.256711 0.871683 3.145681 -1.6 2.0 1.5
N 2.752735 1.556543 2.212304 0.7 -0.9 -2.7
C 2.010465 2.640236 2.422999 -0.3 1.1 0.7
C 1.711119 3.629967 1.439168 0.9 -2.2 0.4
C 1.113344 4.816722 1.840808 -0.9 2.0 -0.4
C 1.152505 5.936916 1.032229 -0.5 0.5 1.5
C 1.689481 5.888525 -0.292555 0.3 0.7 0.5
C 1.967907 4.707414 -0.852086 0.7 -0.8 -0.5
C 1.987071 3.517808 -0.007972 -0.7 -3.0 -1.7
O 2.061474 2.369564 -0.563908 0.7 4.1 1.5
H 4.725879 -1.561738 1.602072 0.5 -0.9 0.3
H 7.213180 -3.185219 3.858772 -0.3 -0.3 0.1
H 7.027872 -2.591767 6.310906 -0.3 0.1 -0.5
H 5.550462 -0.897243 7.045481 -0.1 -0.1 0.2
H 4.117325 0.319374 5.499960 -0.5 0.5 0.1
H 1.740694 2.831684 3.478709 -0.2 0.2 -0.5
H 0.534851 4.839991 2.751458 0.4 0.1 0.4
H 0.761535 6.909828 1.454580 0.4 -1.3 -0.7
H 1.948503 6.815364 -0.779885 -0.6 0.1 -0.4
H 2.207981 4.574667 -1.925706 0.0 0.1 0.9
C -5.746090 -2.497934 0.343334 0.3 -1.2 1.6
C -4.391247 -1.870113 0.381002 0.7 0.6 0.0
C -4.219794 -0.626408 0.998419 -1.2 -0.6 0.2
C -3.009848 -0.036747 1.220606 2.6 -0.3 -0.8
C -2.640280 1.015628 2.203421 0.9 -0.2 -0.3
O -1.780369 0.826944 3.081235 -1.6 0.3 -1.4
C -3.273127 2.350916 1.991868 -0.1 1.0 0.5
C -2.922983 3.342538 2.909187 -0.3 0.6 0.7
C -3.625187 4.563261 2.947507 1.4 -0.2 1.3
C -4.645657 4.826942 2.069739 -1.1 -0.1 -0.5
C -4.967042 3.887509 1.085068 2.5 -1.1 0.9
C -4.223862 2.669376 1.005184 -1.4 0.3 0.2
C -1.869629 -0.521071 0.419281 1.2 -0.8 -0.5
O -0.812669 0.156184 0.134477 -1.6 -0.2 1.1
C -1.997911 -1.887780 -0.121803 -0.6 0.8 0.4
C -3.264414 -2.484854 -0.161840 0.0 -0.1 0.0
C -0.791773 -2.521965 -0.682988 0.8 -0.3 0.2
N 0.398163 -2.516897 -0.164508 -1.6 -0.7 0.4
C 0.575742 -2.307863 1.324454 1.3 0.5 -2.3
C -0.239896 -3.246216 2.152098 -1.1 -0.4 1.6
Te 0.895771 -3.544714 4.050969 -0.8 0.0 -0.5
C -0.650498 -3.071615 5.466058 0.2 0.0 0.0
C -0.678797 -3.807590 6.652478 -0.4 0.3 0.4
C -1.550708 -3.398797 7.686507 0.5 0.4 -0.8
C -2.384879 -2.272514 7.562588 0.6 -1.2 -0.9
C -2.366469 -1.612834 6.351882 -0.2 0.9 -0.9
C -1.507940 -1.966131 5.321004 1.1 -1.1 0.6
C -0.980654 -3.349951 -1.930895 0.8 -0.1 0.1
C -0.199812 -4.521539 -2.102422 -0.9 0.9 0.3
C -0.502404 -5.406817 -3.121966 1.2 -0.1 -0.2
C -1.439628 -5.086994 -4.113563 0.5 0.4 1.2
C -2.171414 -3.939920 -3.939282 -0.9 1.0 0.2
C -1.964033 -3.068693 -2.849990 -0.5 -0.9 -0.5
H -6.464346 -1.916854 0.936426 0.0 0.0 -0.5
H -5.734974 -3.519339 0.841242 0.0 1.0 -0.6
H -6.043676 -2.636797 -0.665400 -0.8 -0.1 -0.9
H -5.157287 -0.151490 1.272155 0.1 0.1 0.7
H -2.160554 3.104179 3.685125 -0.7 0.2 -0.8
H -3.359355 5.291843 3.746071 -0.3 -0.5 -0.7
H -5.277433 5.717275 2.200881 0.5 -0.3 -0.2
H -5.682504 4.102800 0.353007 -1.1 0.2 -0.9
H -4.567755 1.927823 0.259260 0.6 0.5 0.5
H -3.432258 -3.442844 -0.676126 0.4 0.2 0.4
H 0.463704 -1.251130 1.637119 -0.1 -0.4 -0.1
H 1.649375 -2.575558 1.358018 -0.4 0.3 0.6
H -0.624154 -4.177705 1.676040 0.9 0.5 0.3
H -1.133778 -2.785497 2.589269 0.1 0.1 -0.4
H 0.004396 -4.669224 6.824001 -0.7 0.7 -0.2
H -1.452262 -3.963785 8.578999 -0.4 -0.3 0.9
H -3.089277 -1.920770 8.283596 -0.1 -0.2 0.7
H -2.998934 -0.740364 6.162294 0.1 -0.2 0.3
H -1.338564 -1.350822 4.469176 -0.5 0.5 -0.6
H 0.586195 -4.638907 -1.363933 0.0 -0.4 -0.2
H 0.118187 -6.304581 -3.185559 -0.3 0.1 -0.2
H -1.557998 -5.678917 -4.986982 -0.2 -0.6 -0.4
H -3.012596 -3.714175 -4.598932 0.4 0.0 -0.1
H -2.656418 -2.259142 -2.663462 0.2 0.2 -0.2
N 0.329473 0.808487 -3.471978 0.5 -0.1 0.7
C 0.079177 1.282456 -4.595195 -1.0 -0.5 0.7
C 0.902952 0.935352 -5.796900 1.1 0.3 0.9
C 2.292592 0.768668 -5.529891 -1.0 0.1 -0.9
C 3.135390 0.767872 -6.643760 -0.4 -0.8 1.2
C 2.589617 0.697980 -7.912350 -0.5 1.1 -1.3
C 1.228020 0.902961 -8.183679 0.6 -1.1 0.8
C 0.392542 0.922741 -7.077652 -1.3 1.0 -0.5
C -1.126461 2.238169 -4.685805 0.1 -1.0 0.2
C -1.207562 3.275117 -5.605997 1.0 -0.2 0.1
C -2.167672 4.250206 -5.482824 -1.3 0.0 0.4
C -3.123417 4.124933 -4.445713 0.6 -0.4 -0.4
C -3.160979 2.990156 -3.623357 0.7 -0.3 -0.4
C -2.137676 2.041456 -3.725280 0.0 0.4 -0.3
H 2.579467 0.587849 -4.478408 0.0 0.6 -0.8
H 4.204895 0.788645 -6.484230 0.2 -0.3 -0.2
H 3.208127 0.586765 -8.779908 0.6 0.1 -0.2
H 0.834945 0.975398 -9.199437 0.2 -0.2 0.3
H -0.702651 1.073772 -7.206609 0.9 -0.1 0.1
H -0.413085 3.353145 -6.354295 -0.4 0.0 0.1
H -2.243197 5.006279 -6.271392 0.0 0.1 0.7
H -3.814211 4.908737 -4.240387 -0.6 0.5 -0.2
H -3.978784 2.791848 -2.927195 0.3 0.4 -0.1
H -2.055659 1.182595 -3.040623 0.0 0.5 -0.4
C 5.916657 -1.627354 -3.877459 0.7 1.1 0.5
C 4.498674 -1.482933 -3.564276 0.1 0.1 0.6
N 3.448054 -1.313631 -3.133479 0.0 -0.2 -0.4
H 6.141250 -1.053811 -4.805809 0.0 -0.7 0.5
H 6.186857 -2.691671 -3.923302 0.0 0.5 -0.2
H 6.495553 -1.118627 -3.033296 -0.7 -0.8 -1.1

=====

No. 2
15
Properties=species:S:1:pos:R:3:forces:R:3 method="wB97M-V/def2-TZVPD" orbital_gap_ev=9.57 lumo_ev=0.7305 smiles=Cc1ncccc1O relative_energy_kcal_mol=5.9 largest_force_ev_per_a=3.499 homo_energy_ev=-8.84
C 1.977856 -1.209129 -0.059548 0.5 2.3 -1.2
C 0.619856 -0.588485 -0.039534 -2.2 -0.8 0.2
C -1.612443 -1.021776 0.113535 -1.1 1.0 -0.7
C -1.956461 0.335916 -0.085670 0.1 -0.3 0.8
C -0.935808 1.301535 -0.053466 -3.1 -0.1 -1.1
C 0.308410 0.794439 -0.031840 3.1 -1.1 0.4
H 2.173925 -1.699189 0.848686 0.3 -0.4 1.4
H 2.742447 -0.408415 -0.275076 -0.6 -1.1 0.3
H 2.005776 -1.986919 -0.798922 0.0 -0.2 -0.6
H -2.321350 -1.799044 0.293084 -1.1 0.0 -0.1
H -3.012070 0.550070 -0.202547 0.1 0.3 0.2
H -1.115082 2.404500 -0.190874 0.2 -1.4 0.3
H 1.135452 2.298834 0.722880 0.0 0.7 0.5
N -0.415199 -1.507812 0.038919 3.1 1.5 0.2
O 1.361105 1.689980 0.033683 0.5 -0.6 -0.5

=====

No. 3
20
Properties=species:S:1:pos:R:3:forces:R:3 method="wB97M-V/def2-TZVPD" orbital_gap_ev="6.77 / 6.63" multiplicity=2 lumo_ev="-12.2772 / -12.2734" largest_force_ev_per_a=2.261 homo_energy_ev="-19.05 / -18.91" total_charge=+2
Ir 1.751973 -0.122943 -0.706339 -2.2 0.4 0.6
O -1.171472 2.249202 -2.032282 -0.3 0.6 -0.5
C -0.452189 1.421975 -1.424528 -0.5 -0.7 1.1
O 0.765271 1.210121 -1.769193 0.4 0.1 -0.3
C -1.052904 0.663731 -0.257300 0.6 1.3 -1.8
C -2.296678 0.725373 0.273739 -1.1 -0.2 0.8
C -2.573298 -0.123406 1.388679 0.0 0.7 -0.8
C -1.601216 -0.956797 1.881087 0.7 -0.4 0.1
C -0.345523 -0.928773 1.240617 0.1 -0.6 0.7
N -0.144190 -0.148847 0.241787 1.3 0.1 -0.7
C 0.921114 -1.710033 1.530000 -1.3 -0.7 1.5
O 0.982443 -2.495364 2.407817 0.7 0.4 -0.8
O 1.974615 -1.393939 0.654445 1.4 0.0 -0.7
H -0.718719 2.704802 -2.778103 -0.1 0.0 0.0
H -3.045095 1.392161 -0.134480 -0.1 0.0 0.1
H -3.551235 -0.106971 1.843259 -0.1 0.0 0.0
H -1.783243 -1.610914 2.725169 0.1 0.0 0.0
F 3.942316 0.557587 -2.553039 -0.4 -0.3 0.5
B 3.783027 -0.250075 -1.542254 1.1 -1.1 0.7
F 4.614999 -1.076891 -0.989079 -0.3 0.6 -0.5

=====

No. 4
6
Properties=species:S:1:pos:R:3:forces:R:3 method="wB97M-V/def2-TZVPD" orbital_gap_ev=7.34 lumo_ev=4.7657 relative_energy_kcal_mol=2.4 largest_force_ev_per_a=1.159 homo_energy_ev=-2.58 total_charge=-1
N -0.932571 -2.265720 0.194616 0.5 1.0 0.2
H -1.184296 -1.264914 0.133982 -0.2 -0.4 -0.2
H 0.076994 -2.103480 0.151069 0.1 -0.3 -0.3
H -1.044410 -2.451433 1.183318 -0.3 -0.2 0.3
S 0.425868 1.218607 -0.099925 -0.1 -0.1 0.1
H 1.521623 1.453709 -0.834506 0.1 0.0 -0.1

=====

No. 5
27
Properties=species:S:1:pos:R:3:forces:R:3 method="wB97M-V/def2-TZVPD" orbital_gap_ev=1.85 lumo_ev=2.3476 largest_force_ev_per_a=5.116 homo_energy_ev=0.50 total_charge=-2
Hg -0.271715 -0.311750 0.284699 0.0 0.0 0.0
O 2.922475 2.249140 -1.344481 -0.7 3.1 -0.5
C 2.740165 3.625220 -1.678071 1.5 -4.9 0.0
C 1.586515 4.426280 -0.986981 -4.0 -0.4 1.3
O 0.327035 3.868330 -0.724221 2.6 0.5 -0.7
H 2.553505 3.708560 -2.748731 -0.4 0.0 -0.5
H 3.704175 4.094870 -1.482571 0.0 0.9 0.3
H 1.379505 5.275450 -1.638251 0.6 0.6 -0.4
H 2.051515 4.756350 -0.058051 0.2 0.1 0.5
O 1.857655 -2.498980 3.391189 -1.4 -0.3 3.2
C 1.472655 -2.637930 4.762709 2.1 0.3 -4.1
C 0.577005 -1.387520 5.392249 -3.0 2.3 -2.3
O -0.430725 -0.838950 4.556709 2.4 -1.7 1.9
H 2.444235 -2.612890 5.256169 0.0 0.2 1.1
H 1.020215 -3.609320 4.962199 -0.8 0.0 0.0
H 1.327235 -0.630180 5.619579 0.6 0.1 -0.3
H 0.087415 -1.618660 6.338289 0.2 -1.0 0.5
N -1.909785 -1.017460 -3.834201 0.3 -2.4 1.3
C -1.600285 -2.248900 -3.224591 -0.3 0.1 -0.2
C -2.628625 -2.575390 -2.306841 2.3 0.0 -1.6
C -3.518075 -1.495930 -2.320791 0.0 -1.1 0.2
C -3.047955 -0.638400 -3.259361 -2.3 3.1 -0.1
H -1.445585 -0.587080 -4.621211 0.0 -0.1 0.5
H -0.626835 -2.635060 -3.488531 -0.3 -0.6 0.3
H -2.734465 -3.476150 -1.720461 0.4 0.1 0.0
H -4.361555 -1.512080 -1.646491 -0.1 0.8 -0.4
H -3.475695 0.328440 -3.479941 0.0 0.0 -0.2

=====

No. 6
16
Properties=species:S:1:pos:R:3:forces:R:3 method="wB97M-V/def2-TZVPD" orbital_gap_ev=10.79 lumo_ev=0.6865 relative_energy_kcal_mol=114.5 largest_force_ev_per_a=2.218 homo_energy_ev=-10.11
C 0.702885 1.682483 1.351431 -1.3 1.2 1.4
C -2.067343 -0.820894 0.074474 -0.2 0.0 0.1
C -0.836586 -0.357671 -0.630863 0.2 0.1 -0.2
O 0.147221 0.726077 1.820851 0.4 -0.4 -0.3
N -0.855025 0.706519 -1.313238 -0.3 0.7 -0.3
H 0.027984 0.943732 -1.765280 0.1 -0.3 0.1
H 1.612836 2.094774 1.814098 0.5 -0.3 -0.4
H 2.556984 1.040302 -0.779057 -0.9 -1.6 0.4
H 0.138956 2.377754 0.693499 0.4 -0.4 -0.5
H -2.409360 -1.762112 -0.354571 0.0 -0.1 0.1
H -1.857344 -0.959527 1.134022 0.0 -0.1 0.0
H -2.851459 -0.076379 -0.043700 0.0 0.0 0.0
C 0.330645 -1.201848 -0.523393 0.2 -1.0 0.0
C 1.183830 -2.051550 -0.472631 -0.5 0.9 0.0
H 2.014197 -2.696990 -0.404873 0.3 -0.3 0.0
H 2.161579 0.355330 -0.600767 1.0 1.7 -0.5